DFT (wB97M-V/def2-TZVPD) results for a 5-piece molecular cluster, C7H23BF3O6S overall.

E	-39575.653	eV
charge	-1
HOMO	-5.49	eV
2S+1	1

```
41
C7H23BF3O6S (wB97M-V/def2-TZVPD)
S 2.300 2.346 -4.748
F 2.860 4.140 -6.540
F 2.574 5.005 -4.619
F 0.802 4.359 -5.803
O -0.841 -4.035 1.796
O 1.643 1.531 -5.744
O 1.553 -0.193 0.970
O 3.739 2.156 -4.636
O 1.536 2.365 -3.517
O -2.583 2.787 1.018
C -3.692 4.265 -0.625
C 0.741 -5.001 3.453
C -1.491 -3.734 4.066
C -0.762 -4.666 3.033
C -3.778 2.988 0.294
C -4.267 1.738 -0.454
C 2.075 4.084 -5.481
B 5.674 -1.615 0.059
H -4.481 3.319 1.059
H 0.878 -0.874 1.002
H -1.738 -4.235 1.518
H 1.308 0.339 0.209
H -2.420 3.698 1.273
H -5.147 1.744 -1.097
H -3.660 5.249 -0.159
H -3.485 1.348 -1.105
H -4.378 0.829 0.137
H -2.472 -3.525 3.639
H 0.846 -5.714 4.271
H 1.277 -4.080 3.682
H 5.081 -1.639 0.960
H 1.219 -5.431 2.574
H -1.265 -5.615 2.850
H -4.450 4.183 -1.405
H 6.632 -1.177 0.295
H -1.526 -4.115 5.086
H -0.969 -2.779 4.131
H 5.813 -2.594 -0.371
H 2.375 -0.589 0.671
H -2.720 4.096 -1.087
H 5.200 -0.962 -0.657
```

The natural (NBO) scheme yields these atomic charges, measured in e: 2.329, -0.327, -0.347, -0.329, -0.727, -1.015, -0.731, -0.971, -1.033, -0.713, -0.653, -0.634, -0.634, 0.110, 0.103, -0.654, 0.693, -0.845, 0.142, 0.558, 0.468, 0.567, 0.465, 0.225, 0.208, 0.220, 0.215, 0.199, 0.217, 0.206, -0.071, 0.225, 0.152, 0.220, -0.008, 0.212, 0.205, -0.025, 0.585, 0.222, -0.031

=====

DFT (wB97M-V/def2-TZVPD) results for C11H16BClN6Pt as an isolated structure.

ΔE to the lowest compared entry with this formula, charge and spin	3.5	kcal/mol
E	-37032.566	eV
charge	+2
HOMO (alpha / beta)	-16.47 / -16.38	eV
2S+1	3

```
36
C11H16BClN6Pt (wB97M-V/def2-TZVPD)
Pt -0.651 0.405 -0.635
Cl -2.473 -0.384 1.912
N -0.045 2.052 -1.629
N 0.973 -0.315 -1.632
N 1.269 -0.034 -2.932
N -1.070 0.036 -3.608
N -1.484 -0.319 -2.350
N 0.188 2.170 -2.977
C -0.091 -2.894 1.429
C -0.118 3.281 -1.072
C 2.810 -1.408 -2.115
C 1.914 -1.126 -1.103
C 0.025 4.222 -2.087
C -2.584 -1.102 -2.441
C -2.886 -1.264 -3.797
C 2.387 -0.729 -3.258
C 0.207 3.495 -3.260
C -1.918 -0.535 -4.504
C -1.611 0.889 0.949
B 0.277 0.833 -3.794
H 1.835 -1.408 -0.049
H -1.070 1.534 1.661
H -2.417 1.508 0.532
H -3.024 -1.503 -1.532
H 0.549 -2.148 1.917
H -3.688 -1.855 -4.221
H 0.290 3.850 -4.274
H 2.756 -0.707 -4.268
H -0.250 3.361 -0.007
H -0.027 5.294 -1.979
H -1.782 -0.369 -5.566
H 0.613 0.925 -4.946
H 3.668 -2.051 -2.029
H 0.499 -3.791 1.202
H -0.520 -2.479 0.504
H -0.912 -3.130 2.112
```

The natural (NBO) scheme yields these atomic charges, measured in e: 1.366, 0.191, -0.293, -0.285, -0.301, -0.322, -0.337, -0.311, -0.854, 0.020, -0.296, 0.013, -0.295, 0.019, -0.298, 0.078, 0.080, 0.082, -0.662, 0.535, 0.260, 0.274, 0.296, 0.252, 0.207, 0.282, 0.270, 0.268, 0.241, 0.283, 0.269, 0.033, 0.279, 0.251, 0.163, 0.244

=====

DFT (wB97M-V/def2-TZVPD) results for a 2-piece molecular cluster, C3H4FP overall.

ΔE to the lowest compared entry with this formula, charge and spin	66.4	kcal/mol
E	-15177.883	eV
charge	0
HOMO (alpha / beta)	-8.63 / -8.63	eV
2S+1	1

```
9
C3H4FP (wB97M-V/def2-TZVPD)
P -4.057 -0.906 0.021
F -4.713 0.563 -0.245
C -0.444 0.765 0.096
C -0.779 1.873 0.367
C -0.393 -0.660 -0.119
H -0.885 2.903 0.580
H -0.980 -0.925 -0.985
H -1.010 -1.092 0.619
H 0.563 -0.979 -0.326
```

The natural (NBO) scheme yields these atomic charges, measured in e: 0.592, -0.586, 0.017, -0.266, -0.699, 0.233, 0.233, 0.240, 0.236

=====

DFT (wB97M-V/def2-TZVPD) results for C28H28BF3N9O3RuSSb as an isolated structure.

E	-77822.589	eV
charge	+1
HOMO (alpha / beta)	-11.76 / -11.99	eV
2S+1	6

```
75
C28H28BF3N9O3RuSSb (wB97M-V/def2-TZVPD)
Sb -2.354 2.367 -0.658
Ru -0.040 -0.019 0.021
S -3.415 -0.363 1.472
F -5.023 -0.645 3.501
F -3.304 0.612 3.894
F -3.070 -1.538 3.773
O -3.897 0.965 1.099
O -4.079 -1.485 0.881
O -1.936 -0.433 1.426
N -0.301 1.630 1.628
N 2.169 0.417 0.523
N 0.549 1.835 -1.678
N 0.455 -1.972 1.095
N 1.684 -2.536 1.034
N 2.181 -1.933 -1.345
N 3.109 -0.545 0.522
N 1.123 -1.154 -1.631
N -1.811 -0.691 -1.327
C 4.108 1.314 1.181
C -0.551 3.751 -2.635
C 1.740 -3.591 1.855
C -1.385 3.437 3.412
C 0.120 1.631 2.914
C -3.731 -0.489 3.274
C -2.236 -1.926 -1.686
C -1.874 3.357 2.119
C -0.524 2.655 -1.782
C -4.263 -0.989 -2.574
C -3.857 0.256 -2.123
C -2.633 0.366 -1.487
C 4.286 -0.033 0.910
C -1.450 -3.147 -1.308
C 1.120 0.619 3.394
C 1.642 2.105 -2.441
C 2.595 -2.565 -2.455
C -1.315 2.432 1.256
C 1.775 -2.187 -3.504
C 2.757 1.542 0.921
C -3.457 -2.080 -2.329
C 1.647 3.190 -3.315
C -0.259 -2.690 1.973
C -0.405 2.551 3.811
C 0.555 4.022 -3.420
C 2.896 1.274 -2.387
C 0.866 -1.299 -2.930
C 0.516 -3.727 2.483
B 2.768 -1.988 0.084
H 5.167 -0.653 0.971
H -0.051 2.544 4.833
H -1.884 -4.024 -1.784
H -1.434 4.376 -2.679
H 2.533 3.371 -3.910
H -0.405 -3.077 -1.592
H 3.589 1.621 -3.150
H 0.882 -0.372 3.012
H 0.052 -0.755 -3.388
H -3.780 -3.076 -2.601
H 4.849 2.023 1.512
H 3.391 1.363 -1.424
H 2.644 -4.176 1.937
H 3.747 -2.678 0.113
H 0.565 4.865 -4.100
H -1.493 -3.293 -0.228
H -4.491 1.125 -2.233
H -2.693 3.982 1.790
H 1.102 0.581 4.482
H -1.799 4.150 4.115
H -1.279 -2.426 2.189
H 0.225 -4.471 3.206
H 2.698 0.222 -2.562
H -5.222 -1.111 -3.063
H 2.189 2.458 0.994
H 3.442 -3.234 -2.428
H 2.133 0.867 3.081
H 1.830 -2.506 -4.532
```

The Löwdin scheme yields these atomic charges, measured in e: 1.588, 1.620, 0.517, 0.167, 0.143, 0.137, -0.381, -0.240, -0.438, -0.039, -0.068, 0.023, -0.056, -0.024, -0.028, -0.017, -0.085, -0.032, -0.041, -0.127, -0.046, -0.026, -0.294, -0.673, -0.299, -0.113, -0.450, -0.020, -0.116, -0.443, -0.046, -0.003, -0.008, -0.280, -0.050, -0.433, -0.034, -0.194, -0.006, -0.019, -0.145, -0.007, -0.041, -0.007, -0.176, -0.023, -0.503, 0.132, 0.124, 0.091, 0.087, 0.118, 0.059, 0.089, 0.063, 0.118, 0.125, 0.108, 0.061, 0.132, 0.127, 0.120, 0.076, 0.095, 0.097, 0.092, 0.124, 0.091, 0.107, 0.051, 0.124, 0.120, 0.132, 0.068, 0.106

=====

DFT (wB97M-V/def2-TZVPD) results for the molecule C2H3OPS.

ΔE to the lowest compared entry with this formula, charge and spin	35.8	kcal/mol
E	-24291.783	eV
charge	0
HOMO	-8.47	eV
SMILES	C1=PSOC1
2S+1	1

```
8
C2H3OPS (wB97M-V/def2-TZVPD)
S 2.031 0.615 -0.122
P 1.377 -1.320 0.056
O 0.392 1.417 0.288
C -0.567 0.477 -0.005
C -0.186 -0.894 0.112
H -0.740 0.618 -1.056
H -1.334 0.661 0.708
H -0.973 -1.573 0.018
```

The natural (NBO) scheme yields these atomic charges, measured in e: 0.164, 0.571, -0.581, -0.132, -0.656, 0.183, 0.210, 0.240

=====

DFT (wB97M-V/def2-TZVPD) results for C14H26AlCl2I2N3NaO8 as an isolated structure.

E	-88021.482	eV
charge	+1
HOMO	-9.56	eV
2S+1	1

```
57
C14H26AlCl2I2N3NaO8 (wB97M-V/def2-TZVPD)
I 3.974 -2.212 -0.399
I -2.288 -1.578 -1.114
Cl 4.944 3.762 -2.800
Cl 6.444 2.737 -1.359
Al 5.244 5.133 -0.481
Na -1.356 0.664 1.473
O -6.094 1.102 0.650
O 1.989 4.672 0.348
O 2.893 6.847 -2.390
O -4.860 1.226 -3.437
O -5.608 0.937 -5.489
O -6.864 -0.924 -0.114
O -8.040 0.378 1.369
O 1.183 -0.620 -3.746
N 0.880 -1.516 -0.770
N 4.814 -3.302 5.891
N -5.363 0.549 -4.341
C 6.740 -4.016 4.016
C 1.228 1.803 -0.623
C 5.687 -3.625 5.041
C -6.987 0.083 0.566
C -5.706 -0.864 -4.023
C -0.331 -0.583 -0.880
C -0.253 1.064 -0.843
C 2.516 0.762 -0.513
C 3.213 5.309 0.663
C 2.261 -0.856 -0.588
C -9.065 -0.613 1.381
C 5.122 -5.604 2.858
C 6.061 -4.412 2.704
C -4.926 0.926 -0.150
H 5.493 -3.561 2.307
H -5.438 -1.067 -2.984
H 0.813 -2.568 -0.806
H -9.856 -0.273 2.055
H 6.830 -4.659 1.963
H 7.334 -4.848 4.409
H -1.222 1.712 -0.966
H 2.196 6.255 -2.607
H -9.495 -0.736 0.381
H -4.373 0.035 0.165
H 4.039 4.688 0.306
H 5.659 -6.479 3.240
H -6.781 -0.983 -4.174
H -8.678 -1.565 1.757
H -4.283 1.799 -0.005
H -5.190 0.865 -1.211
H 3.596 1.215 -0.351
H 3.255 6.284 0.172
H 4.683 -5.869 1.891
H 1.505 -1.077 -2.990
H -5.136 -1.502 -4.701
H 7.412 -3.167 3.850
H 4.295 -5.381 3.539
H 1.319 2.978 -0.560
H 1.276 5.246 0.677
H 3.294 5.430 1.746
```

The natural (NBO) scheme yields these atomic charges, measured in e: 0.331, 0.301, -0.042, -0.151, 0.820, 0.975, -0.498, -0.729, -1.011, -0.409, -0.337, -0.648, -0.486, -0.959, -0.636, -0.340, 0.525, -0.503, -0.140, 0.283, 0.984, -0.483, -0.008, -0.391, -0.244, -0.219, 0.052, -0.260, -0.616, -0.383, -0.269, 0.193, 0.219, 0.471, 0.208, 0.214, 0.254, 0.270, 0.406, 0.198, 0.159, -0.018, 0.215, 0.248, 0.193, 0.177, 0.235, 0.285, 0.257, 0.213, 0.368, 0.244, 0.253, 0.218, 0.306, 0.496, 0.213